{
  "formula": "H24O12",
  "method": "ωB97M-V/def2-TZVPD",
  "species": ["H", "H", "H", "H", "H", "H", "H", "H", "H", "H", "H", "H", "H", "H", "H", "H", "H", "H", "H", "H", "H", "H", "H", "H", "O", "O", "O", "O", "O", "O", "O", "O", "O", "O", "O", "O"],
  "coordinates": [[0.496250, 1.068614, 0.334993], [-0.675125, 0.372371, 0.956400], [1.724938, -2.819089, -1.887087], [1.048871, -1.905860, -0.750892], [0.070352, 2.420377, 3.137899], [-1.151384, 1.719622, 3.544504], [-4.167144, -1.661584, -2.209215], [-3.511646, -1.088108, -0.951594], [-0.883941, 1.920444, -2.498574], [0.179555, 2.011830, -3.462536], [3.115120, 3.881413, -0.743565], [3.022782, 3.289270, 0.500161], [-0.736144, 4.382462, -0.571605], [0.606068, 3.600015, -0.075658], [-0.767496, -3.661092, -1.899107], [-1.555864, -2.193838, -1.784709], [4.190112, -0.423528, -0.758588], [5.448381, -1.239799, -0.968801], [-6.259994, 0.097878, 0.872751], [-4.896585, -0.223145, 0.515955], [1.442199, -2.273132, 4.851158], [1.003301, -2.113684, 3.372598], [2.826919, -1.968624, -0.370614], [3.486993, -3.336941, -0.252696], [-0.113984, 1.148431, 1.097227], [1.000373, -2.100738, -1.705253], [-0.903319, 2.487776, 3.087725], [-4.176688, -0.945573, -1.637003], [-0.429754, 2.572412, -3.092589], [3.444777, 3.088000, -0.357620], [-0.414635, 3.579498, -0.181731], [-1.355111, -3.027047, -1.378277], [4.429804, -1.304283, -0.898804], [-5.697333, -0.678816, 0.703566], [0.657844, -2.190882, 4.258951], [3.050960, -2.610764, 0.241160]],
  "forces_ev_per_a": [[-0.38, 0.25, 0.49], [-0.08, 0.21, 0.31], [-2.06, 2.18, 0.77], [-0.17, -0.66, -0.58], [-0.76, 0.22, -0.36], [-0.86, -1.69, 1.01], [0.14, -2.26, -1.47], [-0.22, -0.38, -0.33], [0.22, 1.33, -0.45], [2.66, -1.82, -1.87], [0.04, 1.04, -1.68], [0.64, -0.97, 0.21], [0.34, 0.72, -0.39], [-2.96, 0.39, -0.56], [-1.34, 2.29, 0.70], [0.61, 0.09, -1.04], [-0.63, 2.44, 0.32], [-2.47, -0.20, 0.05], [-0.18, -0.67, 0.04], [1.26, 0.21, -0.48], [-0.90, 0.10, -0.84], [0.29, -0.02, -0.34], [-0.13, 1.46, -1.72], [-0.39, 0.98, 0.48], [0.87, -1.09, -1.25], [2.55, -1.33, -0.58], [1.28, 1.79, -0.03], [0.36, 2.53, 1.60], [-2.83, 0.53, 2.23], [-0.68, -0.10, 1.51], [2.53, -0.93, 0.82], [-0.05, -2.52, 0.49], [4.89, -0.54, -1.78], [-1.37, 0.52, 0.69], [0.63, -0.08, 1.15], [-0.84, -4.04, 2.86]],
  "total_charge": 0,
  "homo_ev": -10.56,
  "de_lowest_kj_mol": 538.1,
  "e_tot_ev": -24956.1172,
  "lumo_ev": -0.3,
  "smiles": "O.O.O.O.O.O.O.O.O.O.O.O",
  "gap_ev": 10.31
}



{
  "formula": "C41H78Cl3N5O4",
  "method": "ωB97M-V/def2-TZVPD",
  "species": ["C", "Cl", "Cl", "Cl", "H", "C", "C", "C", "C", "C", "C", "N", "O", "C", "C", "C", "H", "H", "H", "H", "H", "H", "H", "H", "H", "H", "H", "H", "H", "H", "H", "H", "H", "H", "C", "C", "C", "C", "C", "C", "N", "O", "C", "C", "C", "H", "H", "H", "H", "H", "H", "H", "H", "H", "H", "H", "H", "H", "H", "H", "H", "H", "H", "C", "C", "C", "C", "C", "C", "N", "O", "C", "C", "C", "H", "H", "H", "H", "H", "H", "H", "H", "H", "H", "H", "H", "H", "H", "H", "H", "H", "H", "C", "C", "C", "C", "C", "C", "N", "O", "C", "C", "C", "H", "H", "H", "H", "H", "H", "H", "H", "H", "H", "H", "H", "H", "H", "H", "H", "H", "H", "N", "C", "C", "C", "C", "H", "H", "H", "H", "H"],
  "coordinates": [[-10.226270, 9.348360, -27.090370], [-11.219650, 8.022220, -26.326910], [-8.590890, 9.474480, -26.528200], [-11.103500, 10.912730, -27.112910], [-10.117920, 8.992730, -28.115010], [-5.299390, 16.571570, -26.729100], [-6.053960, 15.963820, -25.458090], [-7.243590, 16.845820, -25.193810], [-8.042720, 16.401060, -23.983060], [-8.662480, 15.045640, -24.291450], [-7.664180, 14.003480, -24.910690], [-6.545580, 14.607000, -25.602350], [-5.598810, 13.707640, -26.440890], [-7.075340, 13.193580, -23.754570], [-8.461320, 13.104200, -25.888970], [-5.050700, 16.077010, -24.319710], [-5.829490, 16.178290, -27.596520], [-4.288720, 16.163370, -26.725700], [-5.152220, 17.643600, -26.860260], [-6.811280, 17.794920, -24.876930], [-7.943010, 16.966000, -26.021140], [-8.869120, 17.109040, -23.920450], [-7.559600, 16.221640, -23.022580], [-9.426350, 15.267050, -25.036820], [-9.096960, 14.596110, -23.398560], [-7.794570, 12.684120, -23.113280], [-6.519840, 12.333840, -24.129220], [-6.470210, 13.942370, -23.243450], [-8.745440, 13.850400, -26.630970], [-7.953060, 12.280540, -26.390310], [-9.330100, 12.627880, -25.434620], [-4.474360, 17.002020, -24.336750], [-4.326900, 15.270090, -24.434110], [-5.419210, 15.874060, -23.314170], [-12.056140, 4.729710, -31.611890], [-11.266870, 5.800390, -30.873520], [-11.376610, 5.444380, -29.353170], [-10.351950, 4.343770, -28.927390], [-8.919630, 4.876550, -29.144280], [-8.719770, 5.142160, -30.650090], [-9.847350, 5.957590, -31.340230], [-9.737880, 6.282900, -32.729770], [-7.384790, 5.917930, -30.686830], [-8.424410, 3.777800, -31.379570], [-12.057720, 7.128560, -31.012600], [-11.830390, 4.605790, -32.671030], [-13.141770, 4.699440, -31.519230], [-11.895460, 3.726810, -31.216330], [-11.143540, 6.322020, -28.750230], [-12.412960, 5.132000, -29.224680], [-10.635750, 3.370570, -29.327930], [-10.297450, 4.261580, -27.841860], [-8.194080, 4.171780, -28.738100], [-8.626970, 5.746770, -28.556770], [-6.663130, 5.483860, -29.994810], [-6.962300, 5.894900, -31.691360], [-7.492870, 6.948880, -30.349840], [-8.378830, 3.957180, -32.453740], [-7.542790, 3.154930, -31.228320], [-9.258460, 3.091830, -31.231580], [-12.998100, 7.196740, -30.465650], [-12.131700, 7.213060, -32.096800], [-11.446590, 7.973030, -30.694020], [-2.067860, 5.066250, -26.600900], [-2.984980, 5.151920, -25.361570], [-2.101110, 5.787420, -24.200960], [-1.980720, 7.298650, -24.334730], [-3.408630, 7.891220, -24.305010], [-4.168970, 7.498870, -25.618300], [-4.271890, 5.991110, -25.622600], [-4.999740, 5.579550, -26.769760], [-5.625050, 8.040440, -25.469570], [-3.477380, 8.343770, -26.780120], [-3.311620, 3.714190, -24.874120], [-1.958670, 5.992500, -27.165030], [-2.267800, 4.165470, -27.181180], [-1.006110, 4.937480, -26.390640], [-2.476220, 5.525140, -23.211720], [-1.181080, 5.215830, -24.323120], [-1.304470, 7.543640, -25.153730], [-1.377890, 7.676220, -23.508830], [-3.334530, 8.973440, -24.198200], [-4.073470, 7.527600, -23.521510], [-6.134190, 8.142540, -26.427930], [-6.193750, 7.498140, -24.714190], [-5.618750, 9.009200, -24.970010], [-3.970580, 8.162150, -27.735040], [-3.485200, 9.418300, -26.597290], [-2.437090, 8.033960, -26.879570], [-3.922520, 3.749830, -23.972110], [-2.416240, 3.137170, -24.642940], [-3.952690, 3.192790, -25.584960], [-13.422860, 14.894030, -25.583390], [-14.611170, 13.915770, -25.834430], [-14.581930, 13.018510, -24.507970], [-15.820040, 12.183190, -24.393500], [-17.124450, 13.025640, -24.575850], [-17.129610, 13.985410, -25.765520], [-15.829410, 14.594820, -26.016740], [-15.959370, 15.521630, -27.155600], [-17.692640, 13.165030, -26.981770], [-18.274370, 14.899210, -25.355640], [-14.125020, 12.969190, -26.974540], [-13.639970, 15.692020, -24.873330], [-13.047440, 15.401280, -26.472130], [-12.585940, 14.308290, -25.203160], [-13.808400, 12.280090, -24.718900], [-14.381170, 13.574200, -23.592010], [-15.974380, 11.741470, -23.409030], [-15.861700, 11.342330, -25.085830], [-17.554090, 13.382260, -23.639710], [-17.815650, 12.190450, -24.688970], [-17.994390, 13.864020, -27.761810], [-16.840130, 12.611840, -27.375860], [-18.550920, 12.552300, -26.706040], [-18.627430, 15.407190, -26.253080], [-19.142580, 14.348480, -24.993680], [-17.913530, 15.642330, -24.644540], [-13.061180, 12.748670, -26.886690], [-14.312790, 13.612580, -27.834130], [-14.715080, 12.052760, -26.984020], [-10.398430, 10.929800, -23.712630], [-9.362190, 10.256090, -23.051860], [-9.263710, 10.865830, -21.831910], [-10.334900, 11.753830, -21.666890], [-11.120970, 11.744740, -22.795310], [-10.677800, 10.663010, -24.645840], [-8.873740, 9.490200, -23.636000], [-8.464980, 10.710700, -21.121730], [-10.553670, 12.449740, -20.870490], [-11.960990, 12.342480, -23.116970]],
  "forces_ev_per_a": [[0.17, -0.89, -1.79], [-1.36, -2.21, 1.24], [2.52, 0.23, 0.99], [-1.16, 2.50, -0.25], [-0.23, 0.31, -0.23], [-0.24, -2.09, 0.03], [0.57, 1.65, -0.70], [0.28, 0.70, 1.91], [-1.01, -1.15, -0.25], [0.37, 0.07, -1.15], [-1.01, -1.81, 0.71], [4.54, -2.86, -4.77], [-4.26, 3.72, 3.90], [0.14, -0.30, -0.16], [0.17, 0.78, -0.20], [0.85, -0.99, 0.62], [0.19, 0.10, -0.21], [-0.06, -0.26, -0.24], [-0.70, 0.16, 0.81], [-0.10, 0.46, -0.64], [0.28, -0.02, -0.25], [0.04, 0.09, 0.71], [0.58, 1.02, -0.11], [-0.33, -0.46, -0.02], [-0.20, -0.07, -0.22], [-0.43, 0.66, 0.11], [0.65, 0.42, -0.21], [0.31, -0.68, 0.67], [-0.57, -0.48, -0.47], [0.57, 0.34, 0.24], [-0.08, 0.48, 0.22], [-0.30, 0.18, 0.00], [0.20, -0.02, -0.36], [-0.43, 0.42, -0.03], [0.19, -1.90, -0.77], [-1.28, 0.45, 1.62], [1.78, -0.71, -0.40], [-0.06, 1.66, 1.42], [-1.39, -0.56, -1.37], [2.62, -0.31, -0.24], [0.04, -0.35, -3.33], [0.01, -1.44, 5.50], [-0.24, 0.48, -0.65], [-1.60, 0.21, -1.04], [1.61, 0.13, -1.13], [0.12, 0.54, -0.09], [-0.15, 1.20, 0.13], [0.79, -0.19, 0.27], [-0.31, 0.12, 0.05], [0.08, 0.09, 0.32], [0.62, -0.02, -0.26], [-1.06, -0.31, 0.25], [0.14, -0.47, -0.74], [-0.97, 0.49, 0.03], [-0.11, -0.36, -0.08], [0.06, 0.23, -0.01], [-0.22, 0.11, -0.19], [-0.24, 0.26, -0.14], [0.40, 0.78, 1.03], [-0.22, -0.02, 0.01], [0.02, -0.53, -0.24], [-0.73, 0.53, -0.01], [0.11, -0.03, 0.17], [0.44, 0.01, -0.25], [0.53, 0.16, 0.92], [-0.83, -0.39, -0.97], [0.15, -0.63, 1.33], [0.45, -0.35, -1.47], [-0.53, 2.14, 1.26], [-0.04, -0.86, -4.59], [2.46, 0.82, 3.96], [0.59, 0.06, 0.39], [-0.20, -1.95, -0.02], [-1.17, 0.75, -0.26], [-0.96, -0.17, -0.42], [-0.56, 0.49, -0.52], [0.08, -0.31, 1.00], [-0.38, 0.06, -0.02], [0.30, 0.40, 0.23], [-0.74, 0.26, -0.63], [-0.22, 0.02, 0.48], [-0.30, 0.03, -0.25], [0.62, -0.24, 0.57], [-0.12, -0.28, 0.28], [-0.15, -0.73, -0.50], [0.43, 0.49, -0.49], [-0.05, -0.05, 0.01], [-0.31, -0.17, 0.43], [0.01, 0.14, -0.13], [0.12, 0.20, 0.21], [0.09, 0.15, -0.26], [0.31, -0.09, -0.30], [-0.13, 0.32, -0.38], [3.74, -1.21, 2.05], [-0.53, -0.32, -1.31], [-1.80, 0.78, 0.75], [1.22, -2.40, 0.49], [-2.45, -2.04, 0.84], [-2.84, 3.78, -4.45], [1.04, -3.46, 4.41], [1.37, 0.97, -0.20], [0.35, 1.65, -1.23], [-1.23, 1.31, 0.03], [-0.29, -0.16, 0.20], [-0.28, -0.14, -0.30], [-0.03, -0.04, 0.08], [0.62, 0.46, 0.36], [0.01, 0.19, -0.14], [0.59, -0.19, 0.16], [0.30, 0.15, -0.26], [0.86, 0.98, 0.18], [-0.61, 0.29, -0.87], [0.02, 0.01, -0.05], [-0.41, -0.55, -0.16], [0.29, -0.05, 0.08], [0.00, 0.46, 0.09], [0.35, -0.19, 0.25], [-0.29, -0.01, 0.19], [-0.17, -0.01, 0.08], [0.16, -0.60, -0.63], [0.12, -0.01, -0.30], [-0.85, -0.73, 1.59], [-1.52, 1.87, -1.43], [0.97, -0.82, 0.76], [-1.25, 1.03, -0.01], [2.39, -0.95, -1.76], [-0.35, 0.05, -0.05], [0.40, 0.12, 0.40], [-0.14, -0.18, 0.10], [0.26, -0.30, 0.34], [0.09, -0.11, 0.09]],
  "total_charge": -1,
  "homo_ev": [-0.58, -5.94],
  "multiplicity": 6,
  "e_tot_ev": -96976.3533,
  "lumo_ev": [2.2, 1.3],
  "gap_ev": [2.78, 7.25]
}



{
  "formula": "CHI2NO",
  "method": "ωB97M-V/def2-TZVPD",
  "species": ["C", "N", "O", "I", "I", "H"],
  "coordinates": [[-1.515334, 1.354173, -0.402972], [-2.421074, 0.662500, -0.605187], [-3.117225, -0.284630, -0.570626], [-0.631015, 3.238473, -0.527884], [0.384973, -1.425246, -0.592204], [-0.652186, -1.203203, -1.807232]],
  "forces_ev_per_a": [[1.47, 3.22, -0.39], [0.82, -0.16, 0.92], [-1.82, -1.44, -0.61], [-0.61, -1.44, 0.08], [0.05, -0.12, -0.14], [0.09, -0.06, 0.14]],
  "total_charge": 0,
  "homo_ev": -9.50,
  "de_lowest_kj_mol": 224.6,
  "e_tot_ev": -20788.3416,
  "lumo_ev": -0.9,
  "smiles": "[O-][N+]#CI.I",
  "gap_ev": 8.61
}



Which formula does entry 1 have? H24O12